Arrangement A

ORCA calculation (ωB97M-V/def2-TZVPD) on a single C22H29NO6 molecule.

Last columns: bonded neighbours and bond lengths (Å).
Atoms and positions in Å:
1 C -6.104 -1.073 -0.021  H2 1.095, O3 1.405, H57 1.094, H58 1.090
2 H -6.447 -1.166 1.015  C1 1.095
3 O -4.749 -1.420 -0.152  C1 1.405, C4 1.374
4 C -3.808 -0.628 0.461  O3 1.374, C5 1.390, C9 1.404
5 C -4.131 0.419 1.315  C4 1.390, C6 1.382, H56 1.078
6 C -3.155 1.176 1.935  C5 1.382, C7 1.384, H55 1.079
7 C -1.815 0.899 1.724  C6 1.384, C8 1.383, C16 1.500
8 C -1.486 -0.141 0.873  C7 1.383, C9 1.389, H15 1.079
9 C -2.451 -0.903 0.227  C4 1.404, C8 1.389, O10 1.375
10 O -1.949 -1.900 -0.576  C9 1.375, C11 1.411
11 C -2.716 -2.383 -1.657  O10 1.411, H12 1.093, H13 1.091, H14 1.091
12 H -3.140 -1.564 -2.243  C11 1.093
13 H -2.020 -2.950 -2.277  C11 1.091
14 H -3.522 -3.039 -1.322  C11 1.091
15 H -0.450 -0.373 0.682  C8 1.079
16 C -0.738 1.761 2.313  C7 1.500, H17 1.091, H18 1.092, C19 1.538
17 H -1.016 2.086 3.317  C16 1.091
18 H 0.202 1.208 2.371  C16 1.092
19 C -0.538 3.011 1.439  C16 1.538, N20 1.442, H53 1.093, H54 1.095
20 N -0.049 2.700 0.119  C19 1.442, C21 1.351, H52 1.010
21 C -0.860 2.636 -0.960  N20 1.351, O22 1.214, C23 1.524
22 O -2.051 2.870 -0.913  C21 1.214
23 C -0.138 2.338 -2.269  C21 1.524, H24 1.090, H25 1.091, C26 1.534
24 H 0.732 2.990 -2.351  C23 1.090
25 H -0.832 2.591 -3.072  C23 1.091
26 C 0.274 0.870 -2.432  C23 1.534, C27 1.505, H50 1.091, H51 1.095
27 C 1.351 0.384 -1.499  C26 1.505, C28 1.390, C32 1.381
28 C 1.259 -0.900 -0.976  C27 1.390, C29 1.386, H49 1.077
29 C 2.217 -1.385 -0.100  C28 1.386, C30 1.411, O44 1.363
30 C 3.328 -0.591 0.257  C29 1.411, C31 1.398, O39 1.384
31 C 3.436 0.690 -0.292  C30 1.398, C32 1.399, O34 1.362
32 C 2.445 1.157 -1.161  C27 1.381, C31 1.399, H33 1.079
33 H 2.595 2.143 -1.573  C32 1.079
34 O 4.416 1.607 -0.059  C31 1.362, C35 1.410
35 C 5.570 1.284 0.683  O34 1.410, H36 1.090, H37 1.093, H38 1.091
36 H 6.164 2.198 0.691  C35 1.090
37 H 6.146 0.486 0.207  C35 1.093
38 H 5.327 0.993 1.706  C35 1.091
39 O 4.259 -1.045 1.174  C30 1.384, C40 1.414
40 C 4.968 -2.217 0.821  O39 1.414, H41 1.091, H42 1.096, H43 1.089
41 H 4.317 -3.092 0.796  C40 1.091
42 H 5.458 -2.103 -0.153  C40 1.096
43 H 5.724 -2.345 1.594  C40 1.089
44 O 2.149 -2.615 0.484  C29 1.363, C45 1.410
45 C 1.052 -3.448 0.181  O44 1.410, H46 1.093, H47 1.089, H48 1.095
46 H 0.098 -2.974 0.425  C45 1.093
47 H 1.186 -4.336 0.797  C45 1.089
48 H 1.054 -3.737 -0.875  C45 1.095
49 H 0.412 -1.510 -1.242  C28 1.077
50 H -0.611 0.243 -2.301  C26 1.091
51 H 0.625 0.733 -3.460  C26 1.095
52 H 0.897 2.358 0.037  N20 1.010
53 H -1.497 3.517 1.306  C19 1.093
54 H 0.171 3.692 1.922  C19 1.095
55 H -3.447 1.988 2.583  C6 1.079
56 H -5.165 0.655 1.506  C5 1.078
57 H -6.298 -0.058 -0.381  C1 1.094
58 H -6.648 -1.785 -0.642  C1 1.090

## Properties
LUMO in eV: 0.77
Highest occupied orbital energy in Eh: -0.29069
Frontier orbital gap in eV: 8.68
SMILES: COc1ccc(CCNC(=O)CCc2cc(OC)c(OC)c(OC)c2)cc1OC

Arrangement B

ORCA calculation (ωB97M-V/def2-TZVPD) on a single C22H29NO6 molecule.

Last columns: bonded neighbours and bond lengths (Å).
Atoms and positions in Å:
1 C -3.042 -3.049 1.062  C2 1.523, H56 1.087, H57 1.087, H58 1.087
2 C -2.967 -2.037 2.197  C1 1.523, H3 1.096, H4 1.092, O5 1.424
3 H -2.359 -2.439 3.015  C2 1.096
4 H -3.962 -1.782 2.566  C2 1.092
5 O -2.405 -0.799 1.771  C2 1.424, C6 1.339
6 C -1.073 -0.758 1.642  O5 1.339, O7 1.213, C8 1.463
7 O -0.351 -1.695 1.909  C6 1.213
8 C -0.589 0.547 1.192  C6 1.463, C9 1.382, C12 1.432
9 C 0.640 1.077 1.534  C8 1.382, N10 1.366, C52 1.485
10 N 0.740 2.319 0.975  C9 1.366, C11 1.365, C27 1.439
11 C -0.401 2.606 0.283  N10 1.365, C12 1.381, C23 1.485
12 C -1.257 1.527 0.389  C8 1.432, C11 1.381, C13 1.463
13 C -2.541 1.426 -0.305  C12 1.463, O14 1.211, O15 1.342
14 O -3.258 2.367 -0.564  C13 1.211
15 O -2.806 0.168 -0.688  C13 1.342, C16 1.425
16 C -4.035 -0.071 -1.369  O15 1.425, C17 1.520, H21 1.095, H22 1.096
17 C -3.787 -0.982 -2.560  C16 1.520, H18 1.087, H19 1.087, H20 1.086
18 H -3.338 -1.917 -2.233  C17 1.087
19 H -3.113 -0.505 -3.267  C17 1.087
20 H -4.729 -1.196 -3.057  C17 1.086
21 H -4.453 0.890 -1.686  C16 1.095
22 H -4.725 -0.538 -0.657  C16 1.096
23 C -0.613 3.891 -0.431  C11 1.485, H24 1.086, H25 1.090, H26 1.090
24 H -1.630 3.914 -0.813  C23 1.086
25 H 0.081 4.015 -1.262  C23 1.090
26 H -0.483 4.733 0.249  C23 1.090
27 C 1.945 3.106 0.926  N10 1.439, H28 1.091, H29 1.093, C30 1.546
28 H 2.558 2.855 1.792  C27 1.091
29 H 1.684 4.166 0.975  C27 1.093
30 C 2.747 2.827 -0.366  C27 1.546, C31 1.502, H50 1.090, H51 1.091
31 C 3.017 1.355 -0.499  C30 1.502, C32 1.385, C36 1.390
32 C 4.181 0.789 -0.006  C31 1.385, C33 1.382, H49 1.080
33 C 4.320 -0.586 0.021  C32 1.382, C34 1.390, H48 1.079
34 C 3.314 -1.429 -0.437  C33 1.390, C35 1.410, O43 1.362
35 C 2.169 -0.858 -1.028  C34 1.410, C36 1.387, O38 1.365
36 C 2.039 0.523 -1.032  C31 1.390, C35 1.387, H37 1.079
37 H 1.154 0.971 -1.456  C36 1.079
38 O 1.253 -1.703 -1.586  C35 1.365, C39 1.407
39 C 0.051 -1.174 -2.090  O38 1.407, H40 1.093, H41 1.095, H42 1.089
40 H -0.530 -0.673 -1.311  C39 1.093
41 H 0.232 -0.483 -2.920  C39 1.095
42 H -0.508 -2.033 -2.458  C39 1.089
43 O 3.550 -2.762 -0.294  C34 1.362, C44 1.415
44 C 2.451 -3.636 -0.111  O43 1.415, H45 1.092, H46 1.090, H47 1.093
45 H 1.978 -3.890 -1.062  C44 1.092
46 H 2.871 -4.536 0.339  C44 1.090
47 H 1.707 -3.204 0.561  C44 1.093
48 H 5.207 -1.045 0.429  C33 1.079
49 H 4.969 1.417 0.383  C32 1.080
50 H 2.180 3.182 -1.227  C30 1.090
51 H 3.681 3.386 -0.314  C30 1.091
52 C 1.663 0.515 2.452  C9 1.485, H53 1.088, H54 1.091, H55 1.085
53 H 2.621 0.388 1.954  C52 1.088
54 H 1.800 1.165 3.317  C52 1.091
55 H 1.326 -0.460 2.792  C52 1.085
56 H -3.611 -2.639 0.232  C1 1.087
57 H -3.525 -3.957 1.414  C1 1.087
58 H -2.040 -3.291 0.718  C1 1.087

## Properties
LUMO in eV: 0.73
Highest occupied orbital energy in Eh: -0.29436
Frontier orbital gap in eV: 8.74
SMILES: CCOC(=O)c1c(C(=O)OCC)c(C)n(CCc2ccc(OC)c(OC)c2)c1C

Tell me which of them is the least stable. Sure, it is arrangement A.

Arrangement A

ORCA calculation (ωB97M-V/def2-TZVPD) on a single C2H7N3S molecule.

Last columns: bonded neighbours and bond lengths (Å).
Atoms and positions in Å:
1 C 1.983 -0.473 0.361  H3 1.061, H4 1.114, H5 1.092, N10 1.413
2 C -1.257 -0.011 -0.090  N11 1.367, N12 1.352, S13 1.656
3 H 2.838 -0.959 -0.038  C1 1.061
4 H 1.564 -1.041 1.222  C1 1.114
5 H 2.315 0.500 0.727  C1 1.092
6 H 0.712 -1.136 -1.027  N10 0.992
7 H -0.050 1.410 -0.795  N11 1.010
8 H -3.197 0.429 0.280  N12 1.032
9 H -2.113 1.804 0.355  N12 1.006
10 N 1.041 -0.270 -0.672  C1 1.413, H6 0.992, N11 1.387
11 N -0.021 0.536 -0.288  C2 1.367, H7 1.010, N10 1.387
12 N -2.283 0.856 0.061  C2 1.352, H8 1.032, H9 1.006
13 S -1.533 -1.644 -0.096  C2 1.656

## Properties
LUMO in eV: 0.84
Highest occupied orbital energy in Eh: -0.30967
Frontier orbital gap in eV: 9.26
SMILES: CNNC(N)=S

Arrangement B

ORCA calculation (ωB97M-V/def2-TZVPD) on a single C2H7N3S molecule.

Last columns: bonded neighbours and bond lengths (Å).
Atoms and positions in Å:
1 C 2.314 -0.277 0.069  H3 1.138, H4 1.101, H5 1.067, S13 1.813
2 C -0.321 0.484 -0.130  N10 1.249, N11 1.378, S13 1.779
3 H 2.233 0.670 0.693  C1 1.138
4 H 2.844 0.056 -0.837  C1 1.101
5 H 2.933 -1.063 0.442  C1 1.067
6 H -0.515 2.333 -0.127  N10 1.024
7 H -2.384 1.015 -0.142  N11 1.018
8 H -2.150 -1.672 -0.665  N12 1.031
9 H -1.908 -1.457 0.966  N12 1.036
10 N 0.202 1.612 -0.007  C2 1.249, H6 1.024
11 N -1.682 0.278 -0.178  C2 1.378, H7 1.018, N12 1.410
12 N -2.235 -0.988 0.103  H8 1.031, H9 1.036, N11 1.410
13 S 0.668 -0.993 -0.186  C1 1.813, C2 1.779

## Properties
LUMO in eV: 0.81
Highest occupied orbital energy in Eh: -0.32530
Frontier orbital gap in eV: 9.66
SMILES: [H]/N=C(\NN)SC

Tell me which of them is the least stable. Sure, it is arrangement B.

Arrangement A

ORCA calculation (ωB97M-V/def2-TZVPD) on 2 unconnected molecules or ions with the total composition C5H10NP.

Last columns: bonded neighbours and bond lengths (Å).
Atoms and positions in Å:
1 C 1.949 1.935 0.567  C2 1.495, C5 1.444, H8 1.083, H9 1.050
2 C 1.963 1.481 -0.857  C1 1.495, C5 1.542, H10 1.066, H11 1.064
3 C -3.723 -0.675 -0.061  C4 1.305, H12 1.046, H13 1.015
4 C -2.478 -0.589 0.321  C3 1.305, H14 1.110, H15 1.082
5 C 1.587 0.559 0.320  C1 1.444, C2 1.542, N6 1.235
6 N 1.030 -0.506 0.601  C5 1.235, P7 1.632
7 P 0.768 -1.871 -0.256  N6 1.632, H16 1.441, H17 1.498
8 H 2.849 2.001 1.166  C1 1.083
9 H 1.175 2.634 0.690  C1 1.050
10 H 1.047 1.675 -1.366  C2 1.066
11 H 2.754 1.179 -1.502  C2 1.064
12 H -4.421 -0.657 0.718  C3 1.046
13 H -3.935 -0.832 -1.041  C3 1.015
14 H -1.682 -0.543 -0.451  C4 1.110
15 H -1.941 -0.687 1.255  C4 1.082
16 H 0.994 -2.835 0.790  P7 1.441
17 H 2.063 -2.271 -0.893  P7 1.498

## Properties
LUMO in eV: 0.80
Highest occupied orbital energy in Eh: -0.30860
Frontier orbital gap in eV: 9.20
SMILES: PN=C1CC1.C=C

Arrangement B

ORCA calculation (ωB97M-V/def2-TZVPD) on a single C5H10NP molecule.

Last columns: bonded neighbours and bond lengths (Å).
Atoms and positions in Å:
1 C 1.286 1.225 -0.344  C2 1.324, C3 1.476, H8 1.013
2 C 1.463 -0.041 0.004  C1 1.324, C4 1.509, H9 1.090
3 C 0.071 1.698 0.349  C1 1.476, N6 1.454, H10 1.180, H11 1.083
4 C 0.362 -0.454 0.948  C2 1.509, C5 1.487, N6 1.450, H12 1.203
5 C -0.125 -1.854 0.823  C4 1.487, H13 1.050, H14 1.067, H15 1.033
6 N -0.687 0.530 0.769  C3 1.454, C4 1.450, P7 1.809
7 P -2.048 -0.037 -0.278  N6 1.809, H16 1.375, H17 1.405
8 H 1.922 1.752 -0.929  C1 1.013
9 H 2.255 -0.671 -0.400  C2 1.090
10 H 0.502 2.208 1.321  C3 1.180
11 H -0.414 2.472 -0.233  C3 1.083
12 H 0.718 -0.146 2.055  C4 1.203
13 H -0.507 -1.843 -0.155  C5 1.050
14 H -0.812 -2.077 1.608  C5 1.067
15 H 0.618 -2.562 0.945  C5 1.033
16 H -2.868 1.049 -0.087  P7 1.375
17 H -2.645 -0.894 0.662  P7 1.405

## Properties
LUMO in eV: 1.12
Highest occupied orbital energy in Eh: -0.28938
Frontier orbital gap in eV: 8.99
SMILES: C[C@H]1C=CCN1P

Tell me which of them is the least stable. Sure, it is arrangement A.